A molecular structure, C11H16Si, computed with wB97M-V/def2-TZVPD.

```
28
Properties=species:S:1:pos:R:3:forces:R:3
C -4.065 0.236 -0.853 -1.33 -3.26 -1.28
C -3.561 1.211 -0.046 0.68 3.30 0.83
C -3.333 -0.968 -0.970 2.00 -0.27 0.01
C -2.327 1.137 0.606 -0.92 -0.32 -1.22
C -2.057 -1.079 -0.403 -1.82 -2.79 -0.96
C -1.572 -0.091 0.443 3.67 1.10 2.31
C 2.302 -0.715 -1.171 0.57 -2.67 -0.36
C 1.713 -1.372 -0.193 0.68 0.31 0.10
C 2.081 -2.699 0.392 1.12 0.23 -0.21
C 0.903 2.514 0.711 1.25 0.54 1.18
C 0.956 1.395 1.739 1.28 -1.14 0.56
Si 0.174 -0.256 1.228 -2.63 0.43 -0.43
H -5.057 0.048 -1.364 0.98 1.66 0.89
H -4.105 2.172 -0.104 0.33 -0.43 0.70
H -3.783 -1.700 -1.637 0.45 -0.35 0.32
H -1.850 1.924 1.182 -0.66 0.14 -0.12
H -1.454 -2.026 -0.403 -0.84 0.79 -0.58
H 2.041 0.244 -1.518 -0.25 0.94 -0.48
H 3.040 -1.393 -1.780 -0.98 1.64 1.01
H 1.674 -3.476 -0.342 0.12 0.49 1.95
H 1.943 -2.680 1.540 -0.38 -0.85 -2.08
H 3.207 -2.714 0.255 -1.04 -0.23 0.19
H 1.242 2.088 -0.247 -0.50 0.71 0.13
H -0.097 2.861 0.777 -0.91 0.55 -1.08
H 1.546 3.406 1.030 -0.62 -1.33 -0.56
H 0.574 1.605 2.735 -0.41 0.56 0.09
H 2.018 1.211 1.967 -0.10 -0.37 -0.11
H 0.291 -1.388 2.278 0.24 0.62 -0.83
```
Forces are in eV/Å.

Computed properties:
Kohn-Sham gap (spin up / spin down) = 4.75 / 4.58 eV
max |F| = 4.5 eV/Å
ΔE to the lowest compared entry with this formula, charge and spin = 186.9 kJ/mol
E_HOMO (spin up / spin down) = -3.992 / -8.135 eV
lowest unoccupied orbital energy (spin up / spin down) = 0.8 / -3.6 eV
2S+1 = 3
⟨S²⟩ = 2.03